(1)
Below is C47H42As2FeN7O2S as an isolated structure, with properties calculated with the ωB97M-V functional and the def2-TZVPD basis.

LUMO (spin up / spin down) = -2.2 / -2.3 eV
total energy = -230839.26282 eV
total charge = +1
multiplicity = 5
expectation value of S² = 6.014

Each line ends with the Löwdin charge.
Positions of all 102 atoms, in Å:
Fe 0.6596 0.7100 0.1651  0.63
C 3.2963 0.8864 0.7245  -0.12
C 3.6756 -0.3849 0.7671  -0.02
As 0.4636 -2.5435 1.4201  1.35
C -1.1671 -3.6149 1.3549  -0.39
C -2.2971 -2.9221 0.9267  -0.14
C -3.5311 -3.5493 0.8721  -0.08
C -3.6487 -4.8754 1.2639  -0.08
C -2.5300 -5.5710 1.6927  -0.07
C -1.2909 -4.9449 1.7376  -0.11
C 1.7884 -3.7792 2.1139  -0.39
C 1.5623 -4.2927 3.3911  -0.15
C 2.5436 -5.0262 4.0406  -0.08
C 3.7680 -5.2400 3.4272  -0.08
C 4.0094 -4.7119 2.1687  -0.07
C 3.0301 -3.9773 1.5158  -0.10
As 0.5985 0.7686 2.7939  1.31
C 1.7918 0.1370 4.1647  -0.38
C 1.3955 -1.0070 4.8547  -0.12
C 2.2516 -1.5801 5.7821  -0.07
C 3.4962 -1.0158 6.0212  -0.06
C 3.8873 0.1250 5.3371  -0.07
C 3.0384 0.7027 4.4025  -0.10
C -1.0358 0.9958 3.7700  -0.38
C -2.2302 0.6444 3.1524  -0.11
C -3.4330 0.8642 3.8069  -0.07
C -3.4344 1.4509 5.0635  -0.06
C -2.2406 1.8059 5.6769  -0.06
C -1.0352 1.5739 5.0355  -0.08
H 3.0663 1.3672 -0.2229  0.05
H 3.2905 1.5083 1.6099  0.03
H 3.9693 -0.8579 1.6972  0.07
H 3.6918 -0.9961 -0.1251  0.05
H -2.2081 -1.8829 0.6187  0.08
H -4.4010 -3.0064 0.5289  0.10
H -4.6119 -5.3656 1.2337  0.11
H -2.6179 -6.6077 1.9858  0.11
H -0.4217 -5.5073 2.0515  0.10
H 0.6155 -4.1178 3.8911  0.10
H 2.3523 -5.4265 5.0268  0.11
H 4.5328 -5.8158 3.9294  0.11
H 4.9646 -4.8730 1.6880  0.11
H 3.2367 -3.5815 0.5313  0.09
H 0.4178 -1.4476 4.6831  0.10
H 1.9429 -2.4632 6.3246  0.11
H 4.1605 -1.4636 6.7467  0.11
H 4.8534 0.5702 5.5324  0.11
H 3.3451 1.5992 3.8794  0.09
H -2.2224 0.2010 2.1623  0.08
H -4.3649 0.5834 3.3369  0.11
H -4.3725 1.6371 5.5681  0.11
H -2.2497 2.2635 6.6566  0.11
H -0.1021 1.8448 5.5153  0.12
N 4.4744 6.8206 -0.7499  0.14
C 3.5159 6.0744 -0.1472  -0.30
C 3.0189 4.9151 -0.7658  -0.01
C 2.0615 4.1476 -0.1432  -0.07
C 1.5792 4.5195 1.1070  -0.31
C 2.0492 5.6767 1.7290  -0.04
C 3.0089 6.4423 1.1103  -0.01
S 0.4005 3.5723 1.9438  0.69
O -0.4204 4.4113 2.7490  -0.23
O 1.2279 2.5781 2.8163  -0.48
N -0.2675 2.5462 0.9855  -0.23
C -1.3645 2.6272 0.1514  -0.45
N -2.1122 3.7040 0.0085  0.17
C -3.1410 3.5617 -0.8245  -0.09
C -3.4114 2.3822 -1.5027  -0.03
C -2.5434 1.3243 -1.2908  -0.09
N -1.5224 1.4426 -0.4522  0.08
H 4.7621 6.6200 -1.6897  0.11
H 4.7480 7.7054 -0.3640  0.11
H 3.3870 4.6298 -1.7418  0.12
H 1.6741 3.2707 -0.6530  0.09
H 1.6514 5.9715 2.6886  0.12
H 3.3723 7.3404 1.5898  0.12
H -3.7649 4.4358 -0.9566  0.12
H -4.2510 2.2954 -2.1723  0.11
H -2.6492 0.3727 -1.7972  0.12
C 2.8709 -5.2505 -2.6868  -0.09
C 1.8330 -5.6156 -1.8390  -0.07
C 1.1487 -4.6630 -1.1067  -0.04
C 1.5072 -3.3186 -1.1943  -0.33
C 2.5489 -2.9483 -2.0467  -0.06
C 3.2174 -3.9127 -2.7864  -0.08
N 0.8251 -2.3833 -0.3951  -0.27
N 0.8947 -1.0271 -0.7329  -0.16
C 0.5136 -0.6016 -1.9625  -0.39
C -0.1165 -1.3100 -3.0089  -0.01
C -0.4794 -0.6090 -4.1312  -0.06
C -0.2465 0.7695 -4.2280  -0.08
C 0.3506 1.3909 -3.1546  -0.16
N 0.7435 0.7375 -2.0624  0.03
H 3.3945 -5.9970 -3.2653  0.10
H 1.5463 -6.6538 -1.7501  0.11
H 0.3287 -4.9574 -0.4642  0.10
H 2.8487 -1.9116 -2.1231  0.10
H 4.0217 -3.6080 -3.4427  0.11
H -0.3166 -2.3660 -2.9073  0.11
H -0.9641 -1.1304 -4.9463  0.11
H -0.5156 1.3299 -5.1089  0.10
H 0.5407 2.4580 -3.1644  0.11

=====

(2)
Below is C47H42I2N3O7PPbS2 as an isolated structure, with properties calculated with the ωB97M-V functional and the def2-TZVPD basis.

LUMO = 3.5 eV
relative energy (zero: lowest compared OMol25 entry of this formula, charge and spin) = 1.395 eV
total energy = -120635.34494 eV
total charge = -2

Each line ends with the Löwdin charge.
Positions of all 105 atoms, in Å:
Pb -0.3401 -0.7317 -2.5589  1.52
C 3.1327 -5.3412 0.4447  -0.08
O 3.5815 -5.6568 -0.8700  -0.09
C 3.2502 -4.7610 -1.8450  -0.29
C 3.4090 -5.2157 -3.1726  -0.05
C 2.9834 -4.4032 -4.1920  -0.06
C 2.4125 -3.1328 -3.9722  -0.11
C 1.8170 -2.3770 -5.0676  -0.39
C 2.2367 -2.7003 -6.4982  -0.03
O 0.9913 -1.4831 -4.9178  -0.05
C 2.3791 -2.6160 -2.6322  -0.38
O 2.0394 -1.4220 -2.3433  -0.21
C 2.7930 -3.4974 -1.5851  0.05
H 3.2632 -6.2471 1.0334  0.08
H 2.0853 -5.0366 0.4457  0.07
H 3.7343 -4.5388 0.8846  0.09
H 3.8192 -6.2007 -3.3567  0.09
H 3.0532 -4.7808 -5.2054  0.09
H 2.0478 -3.7444 -6.7508  0.07
H 3.3048 -2.5093 -6.6271  0.08
H 1.6635 -2.0633 -7.1673  0.07
H 2.6395 -3.1285 -0.5808  0.10
C 1.5027 6.4923 1.6002  -0.12
C 2.2611 5.4510 2.1132  -0.10
C 2.0683 4.1470 1.6629  -0.09
C 1.1105 3.8613 0.6924  -0.38
C 0.3269 4.9176 0.2123  -0.12
C 0.5251 6.2177 0.6487  -0.10
P 0.7171 2.1905 0.0043  1.10
C 1.9907 1.1416 0.8067  -0.36
C 2.9597 0.4551 0.0812  -0.06
C 3.8545 -0.3910 0.7309  -0.08
C 3.7797 -0.5729 2.1033  -0.11
C 2.7962 0.0887 2.8335  -0.11
C 1.9058 0.9299 2.1866  -0.14
C 1.3061 2.3418 -1.7296  -0.42
C 2.2168 3.3427 -2.0919  -0.12
C 2.6512 3.4605 -3.4025  -0.12
C 2.1733 2.5684 -4.3556  -0.11
C 1.2903 1.5658 -3.9819  -0.15
C 0.8246 1.4085 -2.6649  -0.27
H 1.6766 7.5097 1.9299  0.09
H 3.0221 5.6514 2.8590  0.09
H 2.6837 3.3476 2.0563  0.09
H -0.4328 4.7089 -0.5357  0.11
H -0.0772 7.0227 0.2438  0.09
H 2.9954 0.5333 -0.9967  0.09
H 4.6007 -0.9170 0.1473  0.10
H 4.4629 -1.2505 2.6038  0.09
H 2.7074 -0.0749 3.9015  0.09
H 1.1210 1.4170 2.7574  0.09
H 2.6012 4.0347 -1.3517  0.09
H 3.3600 4.2364 -3.6726  0.09
H 2.4984 2.6481 -5.3882  0.09
H 0.9533 0.8701 -4.7466  0.07
I -4.0488 -1.0035 -7.0401  0.80
C -4.4448 -0.1664 -5.1642  -0.66
C -5.7358 0.2654 -4.8664  -0.27
C -6.0009 0.8872 -3.6709  -0.69
I -7.9746 1.5355 -3.3190  0.78
C -4.9738 1.1036 -2.7160  -0.22
C -5.1307 1.7897 -1.4904  -0.07
C -4.0570 1.9834 -0.6695  -0.06
C -2.8055 1.4664 -1.0457  -0.16
N -2.6311 0.8005 -2.1622  0.06
C -3.6723 0.6217 -3.0097  -0.14
C -3.3390 -0.0360 -4.2823  -0.49
O -2.1695 -0.4019 -4.5391  -0.20
H -6.5301 0.1137 -5.5851  0.06
H -6.1071 2.1709 -1.2188  0.05
H -4.1563 2.5125 0.2710  0.09
H -1.9356 1.5906 -0.4099  0.01
S -1.5587 0.0958 1.8555  0.80
C -2.1338 1.2537 2.8974  -0.82
N -2.9366 0.9597 3.9578  0.00
C -3.3648 1.9068 4.9703  -0.20
C -3.4506 3.2925 4.3554  -0.18
C -2.1276 3.6108 3.6814  -0.19
N -1.8491 2.5737 2.7075  0.00
H -3.0605 -0.0279 4.1064  0.12
H -2.6676 1.9249 5.8177  0.11
H -4.3385 1.5965 5.3494  0.11
H -3.6936 4.0367 5.1147  0.11
H -4.2366 3.2955 3.5955  0.12
H -1.3313 3.6754 4.4342  0.12
H -2.1777 4.5694 3.1659  0.12
H -1.1964 2.7431 1.9554  0.07
C -0.1088 -3.7788 6.3497  -0.07
C -0.3336 -3.4464 4.8944  -0.30
C -1.5847 -3.5969 4.3062  -0.06
C -1.7764 -3.3382 2.9523  -0.07
C -0.7150 -2.9096 2.1780  -0.32
C 0.5437 -2.7544 2.7492  -0.06
C 0.7261 -3.0112 4.0974  -0.05
S -0.8535 -2.8450 0.3919  0.36
O -0.0481 -4.0023 0.0338  -0.33
O -2.2613 -2.9562 0.0761  -0.34
O -0.2498 -1.5713 -0.0401  -0.56
H -1.0322 -4.1220 6.8187  0.06
H 0.2532 -2.9105 6.9067  0.07
H 0.6389 -4.5682 6.4563  0.07
H -2.4199 -3.9306 4.9154  0.10
H -2.7453 -3.4570 2.4811  0.11
H 1.3644 -2.4237 2.1217  0.11
H 1.7097 -2.8835 4.5427  0.11

=====

(3)
Below is C47H43BrCdClNOP2S2 as an isolated structure at a distorted geometry, with properties calculated with the ωB97M-V functional and the def2-TZVPD basis.

LUMO = 3.8 eV
relative energy (zero: lowest compared OMol25 entry of this formula, charge and spin) = 0.000 eV
total energy = -180352.83533 eV
total charge = -2

Each line ends with the Löwdin charge.
Positions of all 99 atoms, in Å:
Cd 0.1156 -1.1495 -0.9696  1.08
C -0.9437 3.3788 1.5080  -0.29
C -0.6977 3.6630 0.0163  -0.36
P 0.2381 2.3913 -0.9793  1.05
C 1.9712 3.0582 -0.8647  -0.34
C 2.3462 4.3874 -0.6728  -0.11
C 3.6842 4.7547 -0.6293  -0.11
C 4.6783 3.7973 -0.7788  -0.11
C 4.3231 2.4716 -0.9772  -0.08
C 2.9837 2.1100 -1.0194  -0.12
C -0.1878 3.0791 -2.6513  -0.34
C -0.1924 4.4394 -2.9615  -0.10
C -0.4964 4.8777 -4.2415  -0.11
C -0.8027 3.9615 -5.2400  -0.11
C -0.8221 2.6078 -4.9419  -0.08
C -0.5233 2.1754 -3.6564  -0.09
C -2.2289 2.5946 1.8213  -0.37
P -2.0371 0.7473 1.9652  1.07
C -3.8220 0.2589 1.9988  -0.38
C -4.0669 -1.0841 2.2950  -0.10
C -5.3557 -1.5864 2.3516  -0.09
C -6.4398 -0.7506 2.1087  -0.12
C -6.2136 0.5832 1.8095  -0.11
C -4.9160 1.0820 1.7512  -0.10
C -1.7703 0.6854 3.8186  -0.35
C -0.5284 0.2425 4.2713  -0.10
C -0.2414 0.1862 5.6316  -0.09
C -1.1980 0.5671 6.5596  -0.12
C -2.4438 1.0036 6.1211  -0.11
C -2.7260 1.0606 4.7651  -0.11
H -1.0302 4.3514 1.9997  0.09
H -0.0737 2.8747 1.9443  0.09
H -0.1622 4.6086 -0.0542  0.04
H -1.6589 3.7766 -0.4911  0.08
H 1.6017 5.1639 -0.5480  0.08
H 3.9521 5.7952 -0.4812  0.09
H 5.7227 4.0838 -0.7359  0.09
H 5.0866 1.7111 -1.0889  0.10
H 2.7124 1.0706 -1.1486  0.04
H 0.0393 5.1727 -2.1988  0.08
H -0.4905 5.9388 -4.4660  0.09
H -1.0251 4.3047 -6.2437  0.09
H -1.0666 1.8835 -5.7098  0.10
H -0.5452 1.1218 -3.4233  0.06
H -2.9593 2.7891 1.0334  0.06
H -2.6337 2.9410 2.7732  0.07
H -3.2212 -1.7326 2.4775  0.09
H -5.5178 -2.6347 2.5733  0.10
H -7.4500 -1.1401 2.1484  0.09
H -7.0500 1.2448 1.6150  0.09
H -4.7757 2.1272 1.5095  0.09
H 0.2187 -0.0498 3.5384  0.03
H 0.7307 -0.1603 5.9617  0.10
H -0.9783 0.5245 7.6202  0.09
H -3.1990 1.2971 6.8419  0.09
H -3.7056 1.3924 4.4389  0.10
S 1.4148 -0.2885 1.1598  0.39
C 2.5745 -1.4896 1.6923  -0.74
C 3.4126 -1.1434 2.7649  -0.18
C 4.3488 -2.0183 3.2916  -0.16
C 4.4799 -3.2887 2.7431  -0.15
C 3.6735 -3.6486 1.6747  -0.17
C 2.7200 -2.7784 1.1220  -0.75
S 1.7583 -3.3748 -0.2173  0.45
H 3.3040 -0.1495 3.1857  0.08
H 4.9719 -1.7071 4.1238  0.08
H 5.1996 -3.9940 3.1455  0.08
H 3.7717 -4.6302 1.2258  0.07
Br -3.3272 -6.4459 -1.3656  0.66
C -2.2221 -5.3817 -0.2326  -0.68
C -1.5082 -5.9840 0.8035  -0.14
C -0.7518 -5.1746 1.6094  -0.08
C -0.6724 -3.7963 1.3185  -0.24
N -1.4781 -3.2193 0.4143  0.02
C -2.2047 -4.0110 -0.3712  -0.21
H -1.5635 -7.0543 0.9530  0.09
H -0.1542 -5.5811 2.4145  0.10
H -0.1984 -3.1231 2.0225  0.09
H -2.8246 -3.5173 -1.1132  0.09
Cl 6.2807 -3.6856 -5.0847  0.54
C 4.8206 -2.9376 -4.4468  -0.70
C 3.5943 -3.2124 -5.0280  -0.15
C 2.4568 -2.5799 -4.5577  -0.07
C 2.4945 -1.6287 -3.5145  -0.36
C 1.3253 -0.9003 -3.0965  -0.23
C 3.7598 -1.4317 -2.9172  -0.06
C 4.9021 -2.0588 -3.3769  -0.13
H 3.5335 -3.9054 -5.8587  0.09
H 1.5014 -2.8031 -5.0208  0.10
H 0.5012 -0.9675 -3.8074  -0.01
H 1.5392 0.1345 -2.8269  -0.02
H 3.8323 -0.7665 -2.0641  0.10
H 5.8587 -1.8716 -2.9046  0.09
C -2.6000 -0.8776 -3.0172  -0.15
C -1.9215 -0.3341 -1.7571  -0.51
O -2.4532 0.6631 -1.2720  -0.18
H -3.1559 -0.0907 -3.5367  0.06
H -3.3159 -1.6379 -2.6828  0.05
H -1.8862 -1.3590 -3.6898  0.04

=====

(4)
Below is C47H43ClN10O3STi as an isolated structure at a distorted geometry, with properties calculated with the ωB97M-V functional and the def2-TZVPD basis.

LUMO = -6.4 eV
relative energy (zero: lowest compared OMol25 entry of this formula, charge and spin) = 0.000 eV
total energy = -116946.22273 eV
total charge = +2

Each line ends with the Löwdin charge.
Positions of all 106 atoms, in Å:
Ti -0.6262 0.4110 0.0949  1.19
C 1.2503 3.7787 0.7580  -0.01
C 2.1556 2.5916 0.7276  -0.26
C 3.5108 2.8217 1.0088  0.02
C 4.4127 1.7808 0.9652  -0.01
C 3.9405 0.5129 0.6609  0.02
C 2.5820 0.3495 0.4164  -0.22
N 1.6977 1.3700 0.4367  0.13
C 2.0175 -0.9984 0.2551  -0.20
C 2.7894 -2.1083 -0.1082  0.02
C 2.2217 -3.3680 -0.0447  0.01
C 0.9163 -3.5002 0.4105  0.03
C 0.1721 -2.3527 0.6685  -0.21
N 0.7152 -1.1246 0.5608  0.03
C -1.2229 -2.3919 1.1411  -0.22
C -2.0142 -3.5347 1.0927  0.01
C -3.2628 -3.4998 1.7003  0.00
C -3.6441 -2.3554 2.3696  0.01
C -2.8230 -1.2223 2.3258  -0.28
C -3.2215 -0.0147 3.1118  0.02
N -1.6563 -1.2354 1.6792  0.13
H 1.3841 4.3143 1.6976  0.11
H 1.5246 4.4617 -0.0455  0.10
H 0.1991 3.5175 0.6768  0.06
H 3.8283 3.8212 1.2664  0.14
H 5.4595 1.9330 1.1728  0.13
H 4.6136 -0.3275 0.6496  0.12
H 3.7999 -1.9783 -0.4622  0.13
H 2.7928 -4.2430 -0.3182  0.13
H 0.4918 -4.4783 0.5596  0.12
H -1.6866 -4.4282 0.5880  0.12
H -3.9122 -4.3605 1.6725  0.13
H -4.5688 -2.3207 2.9254  0.13
H -4.2958 0.1490 3.0593  0.09
H -2.9804 -0.2027 4.1610  0.11
H -2.7050 0.8874 2.7878  0.08
C 0.6075 3.5567 -2.5868  -0.03
C -0.3300 4.5647 -2.3591  -0.02
C -1.4148 4.2861 -1.5624  0.03
C -1.5555 3.0072 -0.9888  -0.30
N -0.6163 2.0401 -1.1883  0.01
C 0.4299 2.3305 -1.9776  -0.16
N -2.7009 2.8036 -0.2858  0.20
C -3.1471 1.6122 -0.0687  -0.26
N -2.4779 0.4712 -0.4471  0.00
C -3.3739 -0.5677 -0.4809  -0.27
N -3.1966 -1.7040 -1.0575  0.20
C -2.0586 -1.9941 -1.7452  -0.31
C -2.1713 -3.0827 -2.6262  0.02
C -1.0885 -3.4788 -3.3727  -0.02
C 0.1098 -2.7941 -3.1889  -0.04
C 0.1460 -1.7310 -2.3085  -0.17
N -0.9051 -1.2948 -1.5977  0.08
C -4.6411 -0.1236 0.0952  -0.11
C -5.8170 -0.7961 0.3635  0.01
C -6.8377 -0.0798 0.9809  -0.04
C -6.6982 1.2755 1.2565  -0.04
C -5.5330 1.9687 0.9385  0.02
C -4.4958 1.2490 0.3737  -0.09
H 1.4703 3.7352 -3.2092  0.12
H -0.2138 5.5374 -2.8117  0.13
H -2.1807 5.0132 -1.3467  0.13
H 1.1740 1.5454 -2.1277  0.01
H -3.1303 -3.5681 -2.6930  0.12
H -1.1591 -4.2944 -4.0748  0.12
H 1.0036 -3.0771 -3.7207  0.12
H 1.0777 -1.1861 -2.1716  0.02
H -5.9247 -1.8352 0.0951  0.12
H -7.7558 -0.5819 1.2445  0.12
H -7.5172 1.8019 1.7219  0.12
H -5.4343 3.0261 1.1243  0.13
C -0.1729 0.2785 -5.8092  -0.05
N 0.7076 0.1754 -4.6620  -0.03
C 2.0206 -0.1121 -4.5961  -0.82
S 2.8032 0.1424 -3.1231  0.68
N 2.7316 -0.6148 -5.6036  -0.03
C 2.3055 -1.2049 -6.8545  -0.06
H -0.9527 1.0017 -5.5775  0.09
H -0.6513 -0.6790 -6.0337  0.09
H 0.3695 0.6326 -6.6820  0.09
H 0.3191 0.4996 -3.7898  0.07
H 3.7256 -0.6428 -5.4248  0.12
H 2.3422 -0.4810 -7.6682  0.09
H 1.3013 -1.6088 -6.7734  0.08
H 2.9856 -2.0186 -7.0968  0.10
C 1.9996 -1.7734 4.2671  -0.02
C 3.0022 -0.6578 4.1576  -0.19
C 4.3506 -0.9833 4.0817  -0.07
C 5.3318 -0.0048 4.0936  -0.68
Cl 6.9966 -0.4619 4.0177  0.70
C 4.9828 1.3355 4.1923  -0.11
C 3.6464 1.6761 4.2437  0.00
C 2.6548 0.6982 4.2155  -0.22
O 1.3622 1.1564 4.3567  0.00
C 0.3701 0.6476 3.5130  -0.10
C -0.2517 1.7756 2.6662  -0.50
O -0.2899 2.9178 3.0196  0.18
O -0.7644 1.3380 1.5363  -0.16
H 2.4610 -2.6296 4.7511  0.09
H 1.6384 -2.1040 3.2904  0.07
H 1.1484 -1.4703 4.8686  0.09
H 4.6455 -2.0215 4.0658  0.12
H 5.7500 2.0924 4.2402  0.12
H 3.3390 2.7064 4.3416  0.13
H -0.4443 0.2363 4.1247  0.14
H 0.7396 -0.1309 2.8377  0.10

=====

Question: What is the formula in the third record?
Answer: C47H43BrCdClNOP2S2